Record 1
The following is a quantum chemistry calculation of a cluster of 2 separate species, C9H10Br2 in total, from OMol25.

```
21
C9H10Br2 | OMol25 | ωB97M-V/def2-TZVPD
C -0.19480 -2.33893 0.78021
C 0.05401 -1.08227 0.43086
C -0.77777 0.19943 0.67567
C -0.51126 1.59391 0.41462
Br -1.88937 2.94030 0.46067
C 0.84961 1.90108 -0.13875
C 0.83171 1.22532 -1.53809
C 1.21857 -0.04047 -1.42987
C 1.41699 -0.50771 -0.00544
C 1.68978 0.81653 0.57997
H -1.20664 -2.45988 1.27105
H 0.39638 -3.17384 0.70972
H -1.76285 0.14810 1.14423
H 1.19581 2.93142 -0.12135
H 0.41791 1.85291 -2.46865
H 1.30740 -0.78416 -2.16608
H 2.17547 -1.27123 0.01649
H 1.47731 0.92042 1.69607
H 2.70563 0.96053 0.41913
Br -4.12498 -1.68190 -0.03432
H -5.26896 -2.14958 -0.69613
```

Summary:
- net charge = 0
- E (eV) = -149576.7782
- lowest unoccupied orbital energy (hartree) = 0.013
- energy relative to the best compared isomer or geometry (same formula, charge and spin) (kcal per mole) = 18.10
- HOMO (eV) = -8.3
- 2S+1 = 1
- SMILES = C=C1C=C(Br)[C@@H]2C=C[C@H]1C2.Br

Record 2
The following is a quantum chemistry calculation of a structure of composition C29H49IrNP2, from OMol25.

```
82
C29H49IrNP2 | OMol25 | ωB97M-V/def2-TZVPD
Ir 2.20598 0.96405 -1.70751
C 0.49879 2.08651 0.69003
C 0.04911 1.85074 -0.68147
C -1.67330 1.38613 0.94397
C -0.49992 1.68325 1.60787
C -1.47122 1.33575 -0.54487
C 1.70049 2.79785 1.16374
H 2.33705 3.16661 0.35905
H 2.33502 2.15983 1.78998
H 1.38209 3.65061 1.79007
C -0.37990 1.62110 3.09593
H 0.65248 1.79842 3.42235
H -0.70547 0.63159 3.46436
H -1.02358 2.39532 3.54755
C -2.95122 1.26859 1.65598
H -3.02774 2.08679 2.39728
H -2.99717 0.31994 2.20826
H -3.83425 1.33544 0.99934
C -2.46590 2.24105 -1.28457
H -2.40573 3.28262 -0.91452
H -3.50354 1.90055 -1.11739
H -2.28666 2.24193 -2.37538
C 0.23391 2.92866 -1.69081
H -0.32155 3.82841 -1.36453
H -0.13531 2.65083 -2.68768
H 1.29746 3.16621 -1.81306
C 2.70602 -1.31192 -0.99581
C 3.67195 -0.26681 -1.56027
C 4.32908 -0.48696 -2.91289
C 3.51687 0.10549 -4.09872
C 2.20690 0.70676 -3.67401
C 1.18260 -0.16377 -3.09718
C 1.28275 -1.68539 -3.09327
C 2.20725 -2.31425 -2.02095
H 4.51885 -1.55014 -3.07532
H 3.33575 -0.67001 -4.85429
H 5.30956 0.01627 -2.88132
H 3.04050 -2.81755 -2.52980
H 3.19523 -1.79846 -0.14156
H 4.39687 0.00835 -0.78613
H 1.64361 -3.11983 -1.52751
H 0.26438 -2.08426 -2.95664
H 0.17735 0.18436 -3.33416
H 1.57268 -2.03791 -4.09892
H 4.09499 0.89415 -4.59627
H 1.80514 1.56331 -4.23945
P 1.18785 -0.48243 -0.05394
C 1.67732 -0.68504 1.70046
C 3.61574 2.39187 -1.49911
P -1.98229 -0.43902 -0.98289
C -0.51595 -1.32320 -0.26597
C -2.17683 -0.53885 -2.76955
C -3.60459 -0.94382 -0.38255
H 0.79027 -0.64618 2.34843
H 2.39005 0.08432 2.03076
H 2.16082 -1.67045 1.79159
H 4.42068 2.29511 -2.25767
H 4.04447 2.15444 -0.51007
H 3.23260 3.41379 -1.46154
H -3.88570 -1.85067 -0.94631
H -4.36492 -0.16870 -0.60043
H -3.61095 -1.18287 0.69084
H -0.81723 -1.59150 0.76066
H -0.34129 -2.27380 -0.80110
H -3.23005 -0.31602 -3.02138
H -1.92367 -1.56745 -3.08477
H -1.56067 0.19613 -3.31612
C -0.32053 -3.40528 2.47263
C -1.46232 -2.79581 3.17828
C -2.54642 -3.55268 3.72412
C -3.39197 -2.62910 4.35108
C -2.79001 -1.34048 4.16186
C -3.33284 -0.09785 4.73321
N -1.64042 -1.46556 3.43057
H -0.03911 -4.33476 2.98039
H 0.54889 -2.74441 2.44986
H -0.59388 -3.67356 1.44259
H -2.62700 -4.62950 3.64482
H -4.31435 -2.79059 4.89343
H -4.38609 0.01049 4.44209
H -2.77764 0.78988 4.41656
H -3.30024 -0.14662 5.82968
```

Summary:
- net charge = +1
- E (eV) = -53760.9012
- lowest unoccupied orbital energy (spin up / spin down) (hartree) = -0.085 / -0.155
- energy relative to the best compared isomer or geometry (same formula, charge and spin) (kcal per mole) = 39.30
- HOMO (spin up / spin down) (eV) = -8.3 / -9.7
- 2S+1 = 5

Record 3
The following is a quantum chemistry calculation of an isolated molecule of C6H9NO2, from OMol25.

```
18
C6H9NO2 | OMol25 | ωB97M-V/def2-TZVPD
C 0.35916 1.07680 1.53100
N 0.25721 0.30413 0.23412
C 1.41775 -0.09631 -0.56705
C -0.66817 -0.73205 0.13869
C -1.54491 -0.43699 -1.14452
O -1.11487 -0.94478 -2.22321
C -2.42595 0.71191 -1.16902
C -2.64665 1.42074 -0.11861
O -2.87387 2.26803 0.68177
H -0.38909 0.71176 2.15348
H 1.31956 0.96694 1.96304
H 0.08291 2.05904 1.15815
H 2.35404 0.48518 -0.26916
H 1.70838 -1.05743 -0.52056
H 1.19822 0.23959 -1.60734
H -1.47509 -0.84584 0.94105
H -0.13397 -1.84046 -0.27028
H -3.10842 0.86257 -1.88390
```

Summary:
- net charge = 0
- E (eV) = -11949.3719
- lowest unoccupied orbital energy (hartree) = 0.014
- energy relative to the best compared isomer or geometry (same formula, charge and spin) (kcal per mole) = 91.01
- HOMO (eV) = -8.4
- 2S+1 = 1
- SMILES = CN(C)CC(=O)C=C=O

Record 4
The following is a quantum chemistry calculation of a structure of composition C8H13N4O4PdS3, from OMol25.

```
33
C8H13N4O4PdS3 | OMol25 | ωB97M-V/def2-TZVPD
Pd 1.26756 0.12785 0.07210
N -5.61682 0.20182 1.73044
C -4.96843 -0.33172 0.65278
O -5.60697 -0.91078 -0.21866
C -3.48842 -0.19488 0.56358
C -2.71795 0.45435 1.52846
C -1.34782 0.51668 1.33327
N -0.71378 -0.01246 0.26659
C -1.48025 -0.63503 -0.65264
C -2.85390 -0.75103 -0.55055
H -6.62264 0.08715 1.75309
H -5.18455 0.69356 2.49492
H -3.13959 0.90718 2.41453
H -0.70113 1.01054 2.05385
H -0.94423 -1.05171 -1.50079
H -3.41724 -1.26437 -1.32373
C 3.51692 -1.42191 -3.78494
N 3.51714 -0.53447 -2.64594
C 3.64202 -0.86624 -1.34325
N 3.78508 -2.16753 -1.03393
S 3.61889 0.29436 -0.15872
H 3.39453 -0.82656 -4.69265
H 2.69079 -2.13138 -3.68973
H 4.46506 -1.96473 -3.81975
H 3.41167 0.45900 -2.81997
H 3.81015 -2.89976 -1.72545
H 3.88199 -2.42912 -0.06093
O 1.38554 2.80421 4.18664
S 1.26346 3.49397 2.90804
O -0.03418 4.09712 2.62966
O 2.42815 4.26098 2.48300
S 1.28868 1.93892 1.59381
H 1.47029 -0.95402 1.35687
```

Summary:
- net charge = -1
- E (eV) = -58642.6651
- lowest unoccupied orbital energy (spin up / spin down) (hartree) = 0.072 / 0.073
- HOMO (spin up / spin down) (eV) = -3.3 / -3.1
- 2S+1 = 1

Record 5
The following is a quantum chemistry calculation of a structure of composition C18H42N4O6Pt, from OMol25.

```
71
C18H42N4O6Pt | OMol25 | ωB97M-V/def2-TZVPD
Pt -0.74035 0.53494 -0.85454
C -6.22937 -0.49909 1.50718
C -5.22509 0.63644 1.70758
C -4.68242 0.89240 3.19235
O -4.23312 0.83538 0.70958
H -7.10604 -0.46899 2.15422
H -5.81680 -1.49360 1.67701
H -6.72309 -0.40794 0.53969
H -5.90611 1.46709 1.52227
H -5.45997 0.83211 3.95386
H -4.35837 1.93038 3.26774
H -3.86207 0.22724 3.46195
C 0.41941 5.17686 -3.51812
C -0.04634 4.07510 -4.47387
C 1.01744 3.96980 -5.58505
O -0.40777 2.80822 -3.91674
H 1.40591 4.99200 -3.09298
H -0.32473 5.19741 -2.72192
H 0.39053 6.12551 -4.05415
H -0.87178 4.56821 -4.98728
H 1.44849 4.92958 -5.86987
H 0.48034 3.53557 -6.42830
H 1.82252 3.25477 -5.41571
C 4.38194 0.72655 -2.11580
O 3.40531 0.20644 -1.57060
N 5.49563 1.06674 -1.43157
C 6.66977 1.62542 -2.03393
C 5.66864 0.55812 -0.09190
H 4.54464 0.99497 -3.17110
H 6.59053 2.00753 -3.05169
H 7.51891 0.94618 -1.95843
H 7.04028 2.37565 -1.33538
H 6.01889 1.21998 0.70016
H 4.84339 0.01667 0.37059
H 6.55364 -0.07276 -0.17491
C -0.03141 -3.25576 2.56237
O 0.07358 -2.29381 1.76576
N 0.54932 -4.43208 2.36118
C -0.01379 -5.45972 3.25767
C 1.43494 -4.74036 1.23727
H -0.57914 -3.18989 3.51519
H -0.91590 -5.08476 3.74109
H 0.81808 -5.74441 3.90188
H -0.49315 -6.23578 2.66096
H 2.24518 -5.34028 1.65165
H 0.83568 -5.41436 0.62514
H 1.70612 -3.89967 0.59867
C 1.34939 4.30046 2.29830
O 0.82089 3.24957 1.84773
N 1.72943 4.42330 3.58167
C 2.20373 5.69504 4.10654
C 1.47996 3.39824 4.66210
H 1.62055 5.20866 1.73808
H 3.15062 5.64536 4.64413
H 1.40732 5.78286 4.84554
H 2.18759 6.52757 3.40317
H 1.28073 2.39275 4.29143
H 2.37731 3.32204 5.27615
H 0.61413 3.69172 5.25564
C -2.28999 -4.23609 -2.98075
O -1.91176 -3.29374 -2.27989
N -3.23491 -5.10868 -2.63790
C -3.50066 -6.27675 -3.47532
C -3.82578 -5.14023 -1.33141
H -1.85664 -4.34989 -3.98647
H -3.09799 -5.94572 -4.43260
H -4.57135 -6.36273 -3.66057
H -3.09153 -7.20513 -3.07680
H -3.86930 -4.13238 -0.91854
H -4.85283 -5.49299 -1.42543
H -3.47122 -5.79323 -0.53395
```

Summary:
- net charge = 0
- E (eV) = -40827.6368
- lowest unoccupied orbital energy (spin up / spin down) (hartree) = 0.026 / -0.028
- energy relative to the best compared isomer or geometry (same formula, charge and spin) (kcal per mole) = 124.85
- HOMO (spin up / spin down) (eV) = -5.8 / -5.7
- 2S+1 = 3

Record 6
The following is a quantum chemistry calculation of a structure of composition C26H27Cl3IMnN6O2S, from OMol25.

```
67
C26H27Cl3IMnN6O2S | OMol25 | ωB97M-V/def2-TZVPD
Mn 2.95665 -17.02531 2.70444
C 3.38111 -20.53971 5.26421
C 3.50514 -19.37529 4.34480
N 2.48963 -18.62310 3.99691
N 1.19979 -19.11445 4.27575
C 0.14894 -18.35457 3.93044
N -1.04454 -18.92803 4.20925
S 0.34707 -16.76884 3.34459
C 4.80841 -18.94013 3.92377
C 6.08908 -19.41299 4.35718
C 7.24250 -18.74225 3.98726
C 7.15763 -17.69546 3.02971
C 5.91674 -17.40009 2.54139
N 4.77711 -17.91131 3.05998
H 2.71892 -21.33084 4.85530
H 2.97925 -20.18992 6.22748
H 4.37712 -20.99317 5.41403
H 1.08863 -20.14247 4.45002
H -1.12813 -19.83733 4.61515
H -1.91689 -18.47102 3.92058
H 6.09541 -20.25543 5.04483
H 8.20163 -19.03151 4.45142
H 8.04053 -17.09941 2.69310
H 5.79271 -16.69567 1.74008
Cl 2.86840 -20.99854 -1.35375
C 1.86709 -20.55334 0.03648
Cl 1.93943 -21.79661 1.27433
Cl 0.27763 -20.17516 -0.57379
C 2.36181 -19.31941 0.66445
N 2.73404 -18.37450 1.23243
I 1.00141 -9.95141 4.37652
C 1.71108 -11.25327 2.76550
C 2.95205 -11.00022 2.18900
C 3.45223 -11.90088 1.20731
C 2.76743 -13.10024 1.03565
C 1.43442 -13.20005 1.38449
C 0.90308 -12.31994 2.32645
C 3.32400 -14.53307 0.71986
O 4.36495 -14.69913 0.07611
O 2.67474 -15.53984 1.31497
H 3.48524 -10.11613 2.56034
H 4.40461 -11.72186 0.73176
H 0.89297 -14.08332 1.13886
H -0.08028 -12.41984 2.78941
C 1.21596 -14.34746 7.00202
N 1.67330 -15.72876 7.30420
C 0.48508 -16.46729 7.82674
C 2.33604 -16.39120 6.09892
C 3.39780 -15.56664 5.40288
C 4.21066 -14.71437 6.25962
C 5.15194 -13.88171 5.74177
C 5.28621 -13.77899 4.34122
C 4.50626 -14.59286 3.53488
C 3.57106 -15.54278 4.03442
H 0.50084 -13.98412 7.77323
H 0.69958 -14.24110 6.02887
H 2.03823 -13.61417 7.09433
H 2.36274 -15.68919 8.09449
H -0.25866 -16.53440 7.02797
H 0.05674 -15.94283 8.66967
H 0.79197 -17.46565 8.13050
H 1.53916 -16.55018 5.39095
H 2.71337 -17.31427 6.50278
H 4.05948 -14.70425 7.29948
H 5.75374 -13.23515 6.41746
H 5.84063 -12.93367 3.89775
H 4.68394 -14.55527 2.46958
```

Summary:
- net charge = +1
- E (eV) = -128250.4387
- lowest unoccupied orbital energy (spin up / spin down) (hartree) = -0.119 / -0.105
- energy relative to the best compared isomer or geometry (same formula, charge and spin) (kcal per mole) = 36.88
- HOMO (spin up / spin down) (eV) = -8.2 / -10.3
- 2S+1 = 6

Record 7
The following is a quantum chemistry calculation of a structure of composition C58H41N2O6P2S4Tc, from OMol25.

```
114
C58H41N2O6P2S4Tc | OMol25 | ωB97M-V/def2-TZVPD
Tc 0.28775 0.44138 0.31387
O 0.28004 2.77599 -2.29405
C -0.70795 3.71122 -2.11899
C -1.25615 4.51032 -3.12067
C -2.15176 5.51290 -2.79171
C -2.49510 5.75675 -1.47126
C -2.00370 4.91956 -0.48698
C -1.15959 3.86034 -0.80849
P -0.66849 2.65875 0.48205
C -2.25619 2.57114 1.40426
C -2.31689 2.34076 2.77829
C -3.53597 2.16438 3.41650
C -4.71793 2.21812 2.69662
C -4.67314 2.44337 1.32839
C -3.45568 2.61197 0.68839
C 0.43169 3.81255 1.39075
C 1.62220 4.10809 0.72292
C 2.54071 4.98294 1.27198
C 2.27367 5.58519 2.49528
C 1.07915 5.32424 3.14449
C 0.15324 4.44582 2.59375
C 0.46021 2.26516 -3.56465
C 0.91933 3.07519 -4.59465
C 0.92097 2.60024 -5.89368
C 0.43122 1.33037 -6.15224
C 0.07294 0.49971 -5.10399
C 0.13420 0.92757 -3.77460
P 0.18837 -0.26285 -2.33888
C 1.93129 -0.81722 -2.90937
C 2.93464 -0.82142 -1.94338
C 4.25159 -1.14156 -2.23130
C 4.60503 -1.52640 -3.51337
C 3.61936 -1.57266 -4.48554
C 2.31246 -1.20849 -4.19471
C -1.03036 -1.63376 -3.05048
C -2.15444 -1.11813 -3.89991
C -3.20361 -1.89612 -4.16468
C -3.36074 -3.22456 -3.58151
C -2.59220 -3.60991 -2.56512
C -1.46530 -2.77184 -2.06821
H -0.99826 4.35813 -4.15586
H -2.57332 6.12095 -3.58173
H -3.15885 6.57053 -1.21163
H -2.29195 5.06720 0.54594
H -1.41164 2.26600 3.35663
H -3.55248 1.97136 4.48134
H -5.67010 2.07095 3.19059
H -5.59058 2.48065 0.75340
H -3.43553 2.76909 -0.38261
H 1.80437 3.64567 -0.23944
H 3.46680 5.19314 0.75098
H 2.99297 6.26432 2.93461
H 0.86134 5.80553 4.08955
H -0.78311 4.26927 3.10525
H 1.26634 4.07669 -4.37455
H 1.27315 3.22933 -6.70044
H 0.35616 0.96890 -7.16984
H -0.27608 -0.49723 -5.33052
H 2.65990 -0.60216 -0.92772
H 4.99397 -1.09364 -1.44300
H 5.62822 -1.78569 -3.75409
H 3.86814 -1.89795 -5.48844
H 1.59962 -1.24920 -4.99747
H -2.11752 -0.09845 -4.24418
H -4.01133 -1.53247 -4.78887
H -4.16581 -3.85480 -3.93870
H -2.74918 -4.54912 -2.04625
H -1.56741 -2.54728 -1.00728
O 0.08437 -3.59041 6.01066
C 0.31917 -2.91993 5.04746
S 0.52606 -1.15119 5.10486
C 0.68424 -0.89173 3.38462
C 0.74048 -2.01269 2.62333
S 0.44992 -1.94088 0.93780
S 0.55038 -3.56891 3.42143
S 0.63730 0.70863 2.80548
O -0.15407 -2.62133 -3.70522
C -0.06328 -3.31965 -2.46550
N 0.72682 -2.63921 -1.47173
C 1.37117 -3.47478 -0.76898
O 1.73016 -3.09111 0.45461
C 1.36800 -4.81785 -1.37745
C 2.09023 -5.97282 -1.14672
C 1.87636 -7.04888 -2.00120
C 0.94859 -6.97154 -3.03355
C 0.22061 -5.80687 -3.26441
C 0.44959 -4.72959 -2.43667
H 2.81334 -6.01744 -0.34307
H 2.45222 -7.95575 -1.87131
H 0.79822 -7.82609 -3.68055
H -0.48922 -5.73374 -4.07838
O -2.04380 -1.22537 2.46251
C -2.52080 -0.83870 1.41984
C -3.97646 -1.03844 1.02266
C -4.08008 -0.36352 -0.33162
C -2.67146 0.14202 -0.59064
O -2.38254 0.79822 -1.58881
N -1.81638 -0.19385 0.41743
H -4.61376 -0.59026 1.78318
H -4.18087 -2.10927 0.99890
H -4.76639 0.48227 -0.33595
H -4.36484 -1.02626 -1.15055
C 1.99641 1.05482 0.23548
C 3.34433 1.49025 0.33150
C 4.04713 2.00958 -0.76468
C 5.36442 2.39787 -0.62161
C 6.00094 2.27481 0.60829
C 5.30961 1.76866 1.70173
C 3.99059 1.37849 1.57252
H 3.54260 2.08444 -1.72069
H 5.90312 2.79816 -1.47074
H 7.03617 2.57176 0.71462
H 5.80578 1.68084 2.65954
H 3.43762 0.97939 2.41363
```

Summary:
- net charge = 0
- E (eV) = -140192.4176
- lowest unoccupied orbital energy (hartree) = -0.021
- HOMO (eV) = -7.2
- 2S+1 = 1

Record 8
The following is a quantum chemistry calculation of an isolated molecule of C5H9ClN3PS, from OMol25.

```
20
C5H9ClN3PS | OMol25 | ωB97M-V/def2-TZVPD
C 1.06496 -1.77738 0.48239
N -0.01359 -0.99162 -0.13751
C -1.33324 -1.20332 0.42275
P 0.11321 -0.12920 -1.49112
S -1.37279 0.23125 -2.65947
Cl 1.65059 -1.06535 -2.35498
N 0.78041 1.38633 -1.08191
C 0.11254 2.59573 -1.32400
C 0.87769 3.52923 -0.69699
N 1.99958 2.98060 -0.19109
C 1.95598 1.71630 -0.44861
H 1.86364 -1.78912 -0.22841
H 1.35307 -1.12991 1.43301
H 0.81903 -2.91438 0.72967
H -1.77001 -2.33851 0.39862
H -1.27110 -0.93332 1.46282
H -2.11353 -0.51742 -0.01249
H -0.82121 2.63448 -1.91611
H 0.88481 4.67750 -0.71218
H 2.67068 0.97173 -0.08979
```

Summary:
- net charge = 0
- E (eV) = -42448.3428
- lowest unoccupied orbital energy (hartree) = 0.019
- energy relative to the best compared isomer or geometry (same formula, charge and spin) (kcal per mole) = 5.59
- HOMO (eV) = -9.1
- 2S+1 = 1
- SMILES = CN(C)[P@](=S)(Cl)n1ccnc1